Formula: C42H63Cl3FeGeO2PSe4Te
Source: the Open Molecules 2025 dataset
Level of theory: ωB97M-V/def2-TZVPD

Geometry (Å):
Fe 2.9035 3.2970 0.6823
C -6.4975 -1.3425 3.9637
C -5.1036 -1.6652 3.3934
C -4.1179 -1.7072 4.5621
C -5.0785 -3.0563 2.7594
C -4.5493 -0.6581 2.3760
C -3.4885 -1.0334 1.6175
C -2.9984 -0.1865 0.6633
Se -1.4900 -0.8380 -0.1789
C -1.9154 -1.9942 -1.6355
C -2.1205 -3.3395 -1.4372
C -1.9512 -4.1929 -2.5335
C -1.4899 -3.7057 -3.7766
C -1.3503 -2.3680 -4.0400
C -1.5943 -1.4990 -2.9189
O -1.6190 -0.2126 -3.0490
C -0.8843 -1.8183 -5.4346
C -0.4615 -3.0506 -6.3019
C 0.3109 -0.8590 -5.2350
C -2.0078 -0.9889 -6.0660
C -2.0291 -5.6965 -2.4558
C -3.2130 -6.1402 -3.3645
C -2.3744 -6.1547 -1.0574
C -0.7737 -6.4068 -2.8522
C -3.4864 1.1956 0.4995
O -2.8604 1.9465 -0.3070
C -4.6647 1.5542 1.3752
C -5.0468 0.6324 2.3179
C -5.2232 2.9401 1.2303
C -4.3083 4.0961 1.7736
C -6.5603 3.0171 1.9690
C -5.6147 3.2250 -0.2760
H -6.8442 -2.2505 4.4068
H -6.5876 -0.5183 4.6776
H -7.2113 -1.0448 3.1897
H -4.4621 -2.2977 5.4182
H -3.0951 -2.0327 4.3788
H -4.0546 -0.6507 4.9097
H -5.6122 -3.7926 3.3860
H -5.6409 -3.0527 1.8295
H -4.0293 -3.4325 2.6033
H -3.0500 -2.0287 1.6542
H -2.4774 -3.7720 -0.4739
H -1.3304 -4.4902 -4.4859
H 0.3222 -3.6868 -5.8665
H -1.2049 -3.7577 -6.4885
H -0.0565 -2.6060 -7.2352
H 1.1837 -1.4034 -4.7740
H 0.5447 -0.5674 -6.2875
H 0.1191 0.1515 -4.7133
H -2.9290 -1.5570 -6.2257
H -2.2042 -0.1165 -5.2992
H -1.6902 -0.4266 -6.9448
H -4.2072 -5.9259 -2.8260
H -3.1760 -5.5922 -4.3120
H -3.2089 -7.2103 -3.5425
H -3.2780 -5.7798 -0.5396
H -2.4719 -7.2592 -0.9064
H -1.5618 -5.8393 -0.3326
H -0.5522 -6.3995 -3.9213
H 0.0438 -5.9023 -2.2728
H -0.8492 -7.4706 -2.5862
H -5.7456 0.9550 3.0639
H -4.1757 3.8615 2.8611
H -3.3656 4.0497 1.2045
H -4.8611 5.0599 1.6581
H -6.3852 2.9957 3.0581
H -7.1830 3.9066 1.7047
H -7.3046 2.1754 1.7579
H -4.7354 3.0649 -0.8849
H -6.4315 2.6184 -0.6749
H -5.9870 4.2578 -0.3641
Se 1.1309 3.5154 -0.7325
Se 0.6568 3.8377 -3.1260
Te 2.8329 5.0878 -3.3407
Se 2.8358 5.4384 -0.7308
Cl 1.2073 2.1973 2.0750
Ge 2.1172 4.6104 2.5587
Cl 2.9532 4.2896 4.5764
Cl 0.2200 5.8434 3.1489
C 7.6177 2.6958 1.3949
C 6.4339 3.6647 1.4167
C 6.6421 4.7584 0.4363
C 6.2144 4.2761 2.8071
P 4.8641 2.5241 0.9337
C 4.7350 1.4436 2.5390
C 5.6801 1.3838 3.6286
C 5.5065 0.4168 4.6205
C 4.3752 -0.3667 4.6342
C 3.4144 -0.2359 3.6206
C 3.6505 0.6116 2.5525
C 5.3188 1.3001 -0.6135
C 5.9597 -0.0606 -0.0879
C 6.2017 1.9804 -1.6178
C 3.9512 0.9405 -1.2632
H 8.4414 3.0031 2.0433
H 8.0485 2.4602 0.4151
H 7.3140 1.7433 1.8436
H 7.4921 5.3297 0.8727
H 5.7409 5.3223 0.3545
H 7.0173 4.4370 -0.5477
H 5.9550 5.3374 2.5454
H 6.9966 4.2757 3.5901
H 5.2685 3.9036 3.2828
H 6.4252 2.1222 3.7705
H 6.2407 0.2447 5.4129
H 4.1733 -0.9988 5.4703
H 2.5351 -0.8051 3.5780
H 3.0447 0.6023 1.6675
H 6.9514 0.0831 0.3331
H 6.0146 -0.7327 -0.9726
H 5.2680 -0.5959 0.6193
H 6.9781 2.4991 -1.0751
H 5.5431 2.7298 -2.1212
H 6.6794 1.2658 -2.2824
H 3.2030 0.6222 -0.5224
H 4.0765 0.0663 -1.9031
H 3.4784 1.7092 -1.8732

## Properties
- Charge: -1
- Spin multiplicity: 5
- Maximum force: 3.72 eV/Å
- Energy above the lowest of the compared OMol25 structures with the same formula, charge and spin: 6.445 eV
- Kohn-Sham gap (spin up / spin down): 0.1215 / 0.1134 Ha
- Highest occupied orbital energy (spin up / spin down): -3.2 / -3.2 eV
- Energy: -455108.608 eV